Density functional theory data (the ωB97M-V functional and the def2-TZVPD basis) for one molecule with the formula C5H9NO.

Last column: natural (NBO) charge in e.
Geometry (Å):
C1 -1.37036 0.16263 1.41418  -0.6472
C2 -0.63037 0.02606 0.09514  0.2529
O1 -1.58911 0.26232 -0.90438  -0.7124
C3 0.63802 1.17907 -0.54032  -0.2698
N1 1.01832 0.25802 -1.47567  -0.3493
C4 1.58431 -0.80164 -0.67477  -0.3263
C5 0.29970 -1.08762 0.01089  -0.0801
H1 -0.69513 0.05682 2.26751  0.2130
H2 -2.17177 -0.58357 1.49777  0.2313
H3 -1.84518 1.14627 1.45520  0.2320
H4 -1.11750 0.10082 -1.73961  0.4872
H5 1.34067 1.40188 0.28060  0.1758
H6 0.10999 2.05747 -0.91647  0.2109
H7 2.40407 -0.48788 -0.00042  0.1706
H8 1.92664 -1.64967 -1.28063  0.2194
H9 0.09770 -2.04099 0.51095  0.1921

Energy relative to the best compared isomer or geometry (same formula, charge and spin) (kcal/mol): 115.4
Lowest unoccupied orbital energy (spin up / spin down) (eV): -0.130 / -0.367
HOMO (spin up / spin down) (eV): -8.487 / -8.454
Gap between HOMO and LUMO (spin up / spin down) (eV): 8.4 / 8.1

Density functional theory data (the ωB97M-V functional and the def2-TZVPD basis) for C31H33AuN3OS2 as an isolated structure.

Last column: Mulliken charge in e.
Geometry (Å):
Au1 1.79523 -0.18917 -0.46245  1.2891
S1 6.05343 -0.72767 -1.44945  -0.3037
C1 5.85463 0.94603 -1.02115  -0.3683
C2 4.55483 1.25973 -0.73555  -0.8542
C3 3.68283 0.17223 -0.83415  0.2194
C4 4.34033 -0.99637 -1.22665  -1.1402
C5 3.64173 -2.19747 -1.39745  1.3612
C6 4.18563 -3.46667 -1.65485  -0.9847
C7 3.36233 -4.55657 -1.73675  -0.2659
C8 1.96443 -4.37047 -1.60715  -0.9219
C9 1.48523 -3.11107 -1.36875  -0.1066
N1 2.27023 -2.03987 -1.23565  -0.2700
H1 6.72223 1.57603 -1.00615  0.4709
H2 4.24553 2.25213 -0.44965  0.3860
H3 5.25873 -3.56237 -1.75775  0.3300
H4 3.76153 -5.54647 -1.89925  0.4099
H5 1.28063 -5.20237 -1.68085  0.4439
H6 0.42263 -2.93797 -1.25995  0.5760
C10 -2.64387 3.54843 -3.04685  -1.2886
C11 -1.77437 3.27553 -1.81795  -0.8849
N2 -2.05157 2.00583 -1.19655  0.7193
C12 -3.20427 1.91353 -0.32855  -0.2347
C13 -4.45997 1.39283 -1.02695  -1.1040
C14 -1.28977 0.90513 -1.40995  0.3697
S2 0.05683 0.96883 -2.43285  -0.4722
N3 -1.74127 -0.23227 -0.90295  -0.1995
C15 -1.09737 -1.16797 -0.25925  -0.5595
O1 0.03163 -1.04277 0.31935  -0.8417
C16 -1.80527 -2.45387 -0.10225  0.4080
C17 -2.87337 -2.79437 -0.93585  -0.3714
C18 -3.45847 -4.04127 -0.84265  -0.6798
C19 -3.01277 -4.96007 0.09985  -0.4147
C20 -1.98007 -4.61067 0.95985  -0.9195
C21 -1.37247 -3.37767 0.85295  0.3081
H7 -2.35427 4.49663 -3.49125  0.4441
H8 -3.69627 3.59873 -2.78175  0.2741
H9 -2.50047 2.75723 -3.77635  0.2639
H10 -1.92517 4.06383 -1.06765  0.4111
H11 -0.72607 3.26683 -2.13115  0.4535
H12 -3.38997 2.91123 0.07935  0.4855
H13 -2.95967 1.23453 0.49325  -0.2451
H14 -4.76557 2.04023 -1.84355  0.2862
H15 -5.27777 1.32723 -0.31345  0.4305
H16 -4.25687 0.40233 -1.42195  0.0652
H17 -3.20637 -2.07427 -1.66955  0.4384
H18 -4.26637 -4.31217 -1.51165  0.3906
H19 -3.46157 -5.94267 0.16325  0.3890
H20 -1.63877 -5.31117 1.70945  0.3928
H21 -0.54777 -3.10527 1.49705  0.5125
C22 2.09413 3.44393 1.94605  -2.0237
C23 1.78063 1.94433 1.81785  3.6574
C24 2.86733 1.17193 2.57055  -2.2535
C25 1.59393 1.56213 0.39135  -1.5707
C26 0.38213 1.59403 2.30635  0.5211
C27 -0.64357 2.54423 2.31515  -0.3729
C28 -1.92787 2.21183 2.69805  -0.7234
C29 -2.23627 0.91223 3.06515  -0.6845
C30 -1.23677 -0.04617 3.04815  -0.4481
C31 0.05143 0.29033 2.68985  -0.3043
H22 3.13753 3.62133 1.69195  0.4749
H23 1.91093 3.79293 2.96205  0.4153
H24 1.49753 4.03203 1.25405  0.3052
H25 3.85093 1.52713 2.26765  0.4440
H26 2.82203 0.10673 2.36585  0.3231
H27 2.74823 1.33053 3.64245  0.4372
H28 1.12583 2.34023 -0.19745  0.2436
H29 -0.44107 3.56073 2.01545  0.2411
H30 -2.69887 2.97393 2.70715  0.3964
H31 -3.24237 0.65293 3.36375  0.3664
H32 -1.46957 -1.06917 3.30765  0.3573
H33 0.80133 -0.48227 2.69125  0.0998

Energy relative to the best compared isomer or geometry (same formula, charge and spin) (kcal/mol): 72.1
Lowest unoccupied orbital energy (spin up / spin down) (eV): 2.458 / 2.209
HOMO (spin up / spin down) (eV): -1.613 / -0.912
Gap between HOMO and LUMO (spin up / spin down) (eV): 4.1 / 3.1
Net charge: -1

Density functional theory data (the ωB97M-V functional and the def2-TZVPD basis) for C15H31CoFP2 as an isolated structure.

Last column: natural (NBO) charge in e.
Geometry (Å):
P1 0.24074 -1.79822 -2.08333  1.4329
P2 -0.08209 2.49550 -1.61144  1.5668
C1 0.75996 -0.27649 -2.97665  -0.7994
C2 0.73970 1.29076 -2.70273  -0.7849
H1 0.86172 -0.50141 -4.12483  0.2064
H2 1.84434 -0.43690 -2.82017  0.2262
H3 1.77050 1.55377 -2.45557  0.2287
H4 0.60720 1.72346 -3.71066  0.2630
C3 -1.69166 2.98763 -2.18124  -0.9932
H5 -2.07818 3.77634 -1.52476  0.2516
H6 -2.38135 2.13066 -2.18037  0.2686
H7 -1.61837 3.37746 -3.20499  0.2445
C4 1.07232 3.83765 -1.42079  -0.9942
H8 1.06610 4.48250 -2.30486  0.2361
H9 2.08453 3.43052 -1.29694  0.2522
H10 0.79996 4.42577 -0.52948  0.2419
C5 -0.82935 -3.25251 -2.46325  -0.9600
H11 -0.76249 -3.95151 -1.60819  0.2276
H12 -0.46904 -3.78505 -3.35730  0.2572
H13 -1.88906 -3.00079 -2.60788  0.2638
C6 1.84844 -2.69325 -2.15645  -0.9626
H14 2.68672 -2.00629 -1.97553  0.2379
H15 1.95196 -3.12091 -3.16416  0.2568
H16 1.86181 -3.49811 -1.41064  0.2375
Co1 -0.39064 -0.35951 -5.14703  0.4472
C7 0.22217 1.16187 -6.07400  -0.4320
C8 -1.19720 1.17312 -5.90665  -0.4066
C9 -2.18064 0.67156 -6.94769  -0.4146
C10 -1.75154 -0.72355 -7.48652  -0.4328
C11 -0.96586 -1.53645 -6.49247  -0.3973
C12 0.46087 -1.55986 -6.27800  -0.4160
C13 1.45832 -0.78828 -7.08562  -0.4154
C14 0.95343 0.65584 -7.30509  -0.4308
C15 -0.05104 -1.44564 -0.34646  -0.9875
H17 0.79418 1.96037 -5.57838  0.1870
H18 -1.66059 1.91550 -5.23461  0.1930
H19 -2.32974 1.37229 -7.79556  0.1865
H20 -3.17783 0.60585 -6.46307  0.1968
H21 -2.71162 -1.24851 -7.64233  0.2058
H22 -1.24451 -0.61784 -8.45913  0.1974
H23 -1.49696 -2.46395 -6.24253  0.2041
H24 0.82960 -2.44748 -5.75188  0.1869
H25 1.72356 -1.26390 -8.04303  0.1862
H26 2.39009 -0.79081 -6.49606  0.1868
H27 1.85450 1.26879 -7.41431  0.2016
H28 0.37343 0.75936 -8.23070  0.2021
H29 0.73254 -0.77145 0.02033  0.2580
H30 -0.00807 -2.38454 0.23389  0.2434
H31 -1.04658 -0.99480 -0.19351  0.2700
F1 -0.25482 1.85702 -0.15105  -0.6251

Expectation value of S²: 3.81
Lowest unoccupied orbital energy (spin up / spin down) (eV): 0.403 / 0.139
HOMO (spin up / spin down) (eV): -3.627 / -6.469
Gap between HOMO and LUMO (spin up / spin down) (eV): 4.0 / 6.6
Multiplicity: 4

Density functional theory data (the ωB97M-V functional and the def2-TZVPD basis) for one molecule with the formula C5H7ClO2.

Last column: natural (NBO) charge in e.
Geometry (Å):
O1 -1.35518 -1.76214 -0.17894  -0.6725
C1 -0.41966 -0.75219 -0.24440  0.2237
C2 -0.63454 0.37505 -1.28103  -0.0701
O2 -0.00859 1.51848 -0.77163  -0.5160
C3 0.10720 1.50660 0.56836  -0.0513
C4 0.04447 0.02417 0.93407  -0.2939
C5 0.95370 -0.78091 0.29215  -0.2905
Cl1 2.44506 -0.47741 -0.45064  0.0240
H1 -0.78337 -2.79093 -0.28721  0.4791
H2 -1.60938 0.58980 -1.40847  0.1805
H3 -0.15017 0.00997 -2.21165  0.1879
H4 1.08186 1.96895 0.67506  0.1826
H5 -0.49133 2.17308 1.31152  0.1601
H6 -0.18550 0.00310 1.97707  0.2274
H7 1.00544 -1.60563 1.07573  0.2291

Energy relative to the best compared isomer or geometry (same formula, charge and spin) (kcal/mol): 83.6
Lowest unoccupied orbital energy (eV): 0.363
HOMO (eV): -9.507
Gap between HOMO and LUMO (eV): 9.9

Density functional theory data (the ωB97M-V functional and the def2-TZVPD basis) for C4H8F2P4 as an isolated structure.

Last column: natural (NBO) charge in e.
Geometry (Å):
C1 2.17142 -1.01242 -0.46309  -1.0814
C2 1.06838 0.23264 1.41682  -1.1851
C3 -0.48188 1.11938 -1.27617  -1.0067
C4 -1.58502 -0.72059 0.70744  -1.2131
F1 2.21276 1.81164 -0.32668  -0.6291
F2 -1.13768 1.81439 1.40069  -0.5548
P1 1.07495 -1.71761 1.00698  0.2751
P2 2.65336 0.44550 0.55510  1.1392
P3 -0.92357 -2.36296 0.02112  0.1818
P4 -0.46502 0.61874 0.48195  1.9335
H1 3.18785 -1.64433 -0.58943  0.2510
H2 1.68335 -0.93052 -1.46512  0.2190
H3 1.01602 0.39243 2.43199  0.2685
H4 -0.03856 0.34216 -1.90579  0.2814
H5 0.30597 1.81860 -1.33676  0.2865
H6 -1.51461 1.44118 -1.62471  0.2806
H7 -2.64661 -0.54421 0.54993  0.2798
H8 -1.64544 -0.75863 1.83204  0.2737

Expectation value of S²: 2.01
Lowest unoccupied orbital energy (spin up / spin down) (eV): 0.374 / -1.119
HOMO (spin up / spin down) (eV): -4.497 / -8.528
Gap between HOMO and LUMO (spin up / spin down) (eV): 4.9 / 7.4
Multiplicity: 3

Density functional theory data (the ωB97M-V functional and the def2-TZVPD basis) for a 3-piece molecular cluster, C19H46IN7O3P2S overall.

Last column: Mulliken charge in e.
Geometry (Å):
C1 -4.40256 2.43476 -2.59386  -0.4837
C2 -4.75011 2.78027 -3.95618  -0.2699
C3 -6.13373 3.38934 -4.46027  -0.8843
C4 -7.19212 3.70258 -3.30750  0.8496
S1 -6.66608 5.19235 -2.30452  -0.1774
C5 -7.71390 2.40788 -2.48028  -0.7976
C6 -8.93685 1.92857 -3.43343  -0.4816
I1 -10.47387 1.16336 -2.05954  -0.0022
N1 -9.34993 2.99515 -4.39910  -0.4514
C7 -8.60976 4.19524 -3.92205  0.2027
O1 -9.09788 5.33594 -3.98415  -0.5036
H1 -4.68530 1.37793 -2.22423  0.2014
H2 -3.84500 3.09606 -1.85831  0.1644
H3 -3.95933 2.57563 -4.77053  0.3129
H4 -5.93037 4.33044 -5.08565  0.3863
H5 -6.61765 2.63194 -5.18684  0.2500
H6 -6.81754 4.87875 -0.94803  0.1476
H7 -7.95987 2.62853 -1.39272  0.5285
H8 -6.99173 1.51923 -2.58271  0.1343
H9 -8.55657 1.02228 -4.03190  0.5088
H10 -8.98573 2.68231 -5.31730  0.3638
C8 -0.64279 -2.00261 1.14808  -0.7838
N2 -1.34937 -1.48056 -0.00817  0.1200
C9 -2.08537 -2.54116 -0.70129  -0.9760
P1 -0.96852 -0.10326 -0.97695  0.6746
O2 -2.44539 0.31800 -1.07363  -0.7098
N3 -0.55285 1.21688 0.06066  0.2915
C10 0.03025 1.09647 1.38527  -0.9696
C11 -1.43072 2.38744 0.05079  -0.9656
N4 0.74744 -0.55884 -0.97097  0.2439
C12 1.59734 0.48790 -1.59986  -1.2119
C13 1.05055 -1.78378 -1.74456  -1.2013
H11 0.35718 -2.38630 0.92092  0.3353
H12 -1.19472 -2.82610 1.61269  0.3699
H13 -0.55666 -1.27123 1.94610  0.1129
H14 -1.45326 -3.07679 -1.41838  0.2726
H15 -2.93215 -2.13036 -1.25798  0.2244
H16 -2.50546 -3.27453 -0.00866  0.3901
H17 -0.72574 0.84643 2.13797  0.3063
H18 0.49340 2.04245 1.68983  0.3738
H19 0.84040 0.36640 1.42184  0.0872
H20 -2.33932 2.21355 0.63644  0.3213
H21 -1.71439 2.65532 -0.96879  0.1912
H22 -0.92463 3.26668 0.46297  0.3853
H23 1.30026 0.66803 -2.63827  0.3627
H24 2.64993 0.19364 -1.58249  0.4032
H25 1.55558 1.44065 -1.07207  0.3196
H26 0.63019 -1.73313 -2.75423  0.3748
H27 0.67164 -2.68305 -1.26020  0.3208
H28 2.12977 -1.94120 -1.82487  0.3432
C14 6.17630 -1.32503 0.69035  -0.8446
N5 4.93298 -1.13490 1.41325  0.1749
C15 4.22717 0.06035 0.94607  -0.6458
P2 4.51832 -1.64819 3.00965  0.8514
O3 3.10102 -2.06113 2.57700  -0.7022
N6 5.03705 -3.28274 3.23453  0.1739
C16 6.15875 -3.91193 2.56082  -1.2256
C17 4.00318 -4.29683 3.44825  -0.9781
N7 6.11101 -1.13220 3.60243  -0.1510
C18 6.32720 -1.53354 5.01893  -1.0808
C19 6.30831 0.33504 3.60769  -1.0937
H29 7.02888 -0.79399 1.12739  0.3273
H30 6.09117 -0.97946 -0.34511  0.3835
H31 6.44003 -2.37363 0.58831  0.1945
H32 4.57712 0.96648 1.45296  0.1903
H33 3.15267 -0.02176 1.13245  0.0583
H34 4.33651 0.21293 -0.13027  0.2200
H35 5.89725 -4.21898 1.54185  0.3073
H36 6.47733 -4.81108 3.10063  0.4165
H37 7.04401 -3.27462 2.53683  0.3717
H38 3.51793 -4.58023 2.50894  0.2835
H39 3.24193 -3.93944 4.14422  0.2984
H40 4.42237 -5.20185 3.89995  0.3165
H41 5.56608 -1.09733 5.67396  0.3644
H42 7.31381 -1.21285 5.36522  0.4059
H43 6.30791 -2.61413 5.15819  0.3181
H44 5.48308 0.84752 4.11242  0.3783
H45 6.40136 0.74354 2.60189  0.2844
H46 7.24249 0.60457 4.10812  0.3972

Lowest unoccupied orbital energy (eV): -0.997
HOMO (eV): -7.006
Gap between HOMO and LUMO (eV): 6.0

Number 1: strongest force on any atom 0.0230 Eh/bohr. Number 2: strongest force on any atom 0.0505 Eh/bohr. Number 3: strongest force on any atom 0.0942 Eh/bohr. Number 4: strongest force on any atom 0.1307 Eh/bohr. Number 5: strongest force on any atom 0.0663 Eh/bohr. Number 6: strongest force on any atom 0.1719 Eh/bohr.